[1]
Molecular formula: C18H30NO4P2Yb
Method: DFT, ωB97M-V/def2-TZVPD

Each line ends with the Mulliken spin population.
Positions of all 56 atoms, in Å:
C -0.72927 3.77491 -1.50989  0.000
C -0.97456 2.47576 -0.98917  0.000
N -0.17162 1.99730 0.03231  0.000
C 0.87158 2.73274 0.45360  0.000
C 1.11869 4.02614 -0.01663  0.000
C 0.29444 4.55204 -1.00921  0.000
C -1.99258 1.65805 -1.55837  0.002
P -2.41607 0.02692 -1.00214  -0.004
Yb -0.49008 -0.23414 1.16282  0.005
P 2.33249 0.39236 1.15639  0.003
C 1.77254 2.11347 1.53294  0.000
C 0.73177 -2.94964 1.44187  -0.110
C -0.66450 -3.39021 1.70795  0.382
C -0.98715 -4.72467 1.63551  -0.162
C -0.08111 -5.67950 1.13693  0.439
C 1.12014 -5.24534 0.53250  -0.171
C 1.45831 -3.92089 0.53513  0.376
O -1.07645 2.06082 -6.61854  0.000
O 0.90399 0.87185 -3.18197  0.000
H -1.34801 4.10026 -2.34045  0.000
H 1.95162 4.57860 0.41144  0.000
H 0.46379 5.55728 -1.38234  0.000
C -3.90852 0.41311 0.03970  0.000
C -3.18996 -0.74880 -2.48857  -0.001
H 2.67062 2.73427 1.68749  0.000
H 1.20838 2.08117 2.48438  0.000
H -1.27929 1.13960 -6.50030  0.000
H -2.61478 2.14190 -2.32862  0.000
C 3.15993 0.02742 2.75267  -0.003
C 3.77839 0.77569 0.10465  0.001
H -1.41787 -2.63784 1.97608  0.047
H -1.97841 -5.07187 1.94158  -0.006
H -0.37837 -6.72240 1.04916  0.025
H 1.75722 -5.99731 0.05828  -0.005
H 2.24583 -3.52636 -0.11664  0.023
H 0.70629 -1.97505 0.92365  0.071
H 0.05966 0.50220 -2.87988  0.000
H 1.49824 0.59248 -2.48917  0.000
H -0.30570 2.16824 -6.03191  0.000
H 1.33321 -2.59478 2.28643  0.083
H -4.70936 0.79939 -0.61375  0.000
H -4.23279 -0.50548 0.55906  0.000
H -3.62781 1.16665 0.79478  0.000
H -4.19109 -0.35107 -2.72192  0.000
H -2.52426 -0.61035 -3.35506  0.000
H -3.26563 -1.82815 -2.27573  0.000
H 4.53205 1.34218 0.67198  0.000
H 4.21431 -0.17294 -0.24218  0.000
H 3.45934 1.35509 -0.77355  0.000
H 3.96505 0.75200 2.94523  0.000
H 2.41818 0.05605 3.56491  0.002
H 3.58240 -0.98578 2.69799  0.001
O -0.02326 0.26406 3.30675  0.002
C -1.27871 0.24342 3.56694  -0.001
O -2.15277 0.03199 2.65734  0.002
H -1.59850 0.36715 4.61755  -0.001

The LUMO energy (alpha / beta) is 0.2 / -1.2 eV. Its charge is 0. For the relative energy (zero: lowest compared OMol25 entry of this formula, charge and spin), the calculation gives 0.000 eV. The spin multiplicity is 2.

---

[2]
Molecular formula: C6H16N2
Method: DFT, ωB97M-V/def2-TZVPD

Each line ends with the Löwdin charge.
Positions of all 24 atoms, in Å:
C -2.72970 0.79086 -0.40832  -0.137
N -1.38828 0.43706 -0.86874  -0.092
C -0.59360 -0.22734 0.17696  -0.346
C -0.96094 -1.72066 0.19358  -0.072
C 1.03722 -0.02040 0.04742  -0.551
C 1.46250 1.31207 -0.59459  -0.077
C 1.62136 -0.06071 1.47287  -0.060
N 1.65859 -1.10105 -0.72965  0.048
H -2.77189 1.19148 0.61098  0.075
H -3.13054 1.58152 -1.05274  0.077
H -3.40125 -0.06861 -0.48445  0.074
H -0.82684 1.31885 -0.90349  0.085
H -0.85614 0.19501 1.15615  0.119
H -1.98975 -1.87070 0.53537  0.068
H -0.88187 -2.15798 -0.80895  0.077
H -0.30653 -2.29386 0.85697  0.069
H 2.55261 1.43532 -0.58373  0.083
H 1.01456 2.16275 -0.07114  0.081
H 1.14545 1.36961 -1.64316  0.079
H 1.37913 -0.99664 1.98690  0.079
H 1.22463 0.76481 2.07630  0.082
H 2.71353 0.03777 1.46732  0.080
H 1.35544 -1.05092 -1.70275  0.084
H 2.67229 -1.02824 -0.72913  0.074

The LUMO energy is 0.9 eV. Its charge is 0. For the relative energy (zero: lowest compared OMol25 entry of this formula, charge and spin), the calculation gives 0.722 eV. The spin multiplicity is 1.

---

[3]
Molecular formula: C31H21GeN7PtSe
Method: DFT, ωB97M-V/def2-TZVPD

Each line ends with the Mulliken spin population.
Positions of all 62 atoms, in Å:
Pt 0.04904 -0.32116 -1.72041  0.738
Se 3.53412 6.51442 -1.46181  0.000
N 1.88559 5.99409 -1.82735  0.000
C 1.88032 4.69013 -1.75840  -0.001
C 0.69491 3.87955 -2.02337  0.000
C -0.54701 4.42341 -2.35051  0.000
C -1.58840 3.57547 -2.64786  0.003
C -1.37697 2.20505 -2.59496  -0.007
N -0.20833 1.67460 -2.23370  0.023
C 0.82465 2.49872 -1.95999  -0.004
C 2.08861 1.86647 -1.57631  -0.012
N 2.08680 0.53058 -1.45640  0.138
C 3.18363 -0.10999 -1.08237  -0.023
C 4.36776 0.56943 -0.80782  0.009
C 4.38782 1.94037 -0.91717  -0.005
C 3.22688 2.61379 -1.30668  0.020
C 3.13449 4.06613 -1.42208  -0.002
N 4.14174 4.87195 -1.22257  0.001
H -0.66803 5.49942 -2.37598  0.000
H -2.55958 3.95573 -2.93339  0.000
H -2.15745 1.51208 -2.87026  0.003
H 3.11666 -1.18914 -1.00286  0.014
H 5.24902 0.01684 -0.51292  0.001
H 5.28185 2.51163 -0.70148  0.000
N 3.68058 -5.48601 -1.83368  0.017
C 2.82696 -4.79326 -1.48137  -0.009
N 1.89311 -3.98069 -1.02400  0.029
C 1.12499 -3.10712 -1.40757  0.034
N 0.32583 -2.26458 -1.67854  -0.036
C 0.74081 1.40921 1.34569  -0.005
Ge -0.43189 0.00196 0.68562  0.090
C -2.30271 0.52279 0.84604  -0.032
C -2.77406 0.89435 2.10396  0.010
C -4.09111 1.30744 2.26270  0.000
C -4.93978 1.37226 1.16600  0.002
C -4.48824 0.98093 -0.08725  0.012
C -3.17728 0.54731 -0.24086  0.006
C -0.09191 -1.65261 1.62764  -0.008
C 0.86613 -1.61816 2.61049  0.000
C 1.17363 -2.76404 3.37576  0.000
C 0.52235 -3.93378 3.13009  0.002
C -0.46375 -4.02287 2.11457  -0.002
C -1.13079 -5.24453 1.85287  0.000
C -2.07622 -5.32829 0.87615  0.000
C -2.40357 -4.18546 0.11356  0.004
C -1.78224 -2.99565 0.35105  -0.011
C -0.78641 -2.87168 1.34950  -0.004
H 0.49637 1.60892 2.39002  -0.001
H 0.58621 2.32578 0.77322  0.001
H 1.78982 1.11735 1.27051  0.001
H -2.11723 0.85681 2.96856  0.000
H -4.45402 1.57537 3.24706  0.000
H -5.95692 1.72291 1.29068  0.000
H -5.15659 1.00650 -0.93956  0.001
H -2.83572 0.19881 -1.20897  -0.002
H 1.39869 -0.69529 2.81821  0.000
H 1.92776 -2.70791 4.15055  0.000
H 0.75032 -4.81975 3.71220  0.000
H -0.87078 -6.11506 2.44436  0.000
H -2.58172 -6.26655 0.68634  0.000
H -3.15345 -4.25695 -0.66442  0.000
H -2.06528 -2.12799 -0.23052  0.005

The LUMO energy (alpha / beta) is -4.5 / -4.7 eV. Its charge is +1. For the relative energy (zero: lowest compared OMol25 entry of this formula, charge and spin), the calculation gives 0.678 eV. The spin multiplicity is 2.

---

[4]
Molecular formula: C36H59ClF6N7O30P2S3
Method: DFT, ωB97M-V/def2-TZVPD

Each line ends with the Löwdin charge.
Positions of all 144 atoms, in Å:
C 2.42712 3.17266 1.34314  -0.221
P 0.66223 3.34506 0.91199  1.079
O 0.63395 4.77049 0.18661  -0.252
N 0.13816 1.97915 -0.46574  -0.170
O -1.18467 2.50370 -0.57696  -0.086
C -0.03562 0.65240 0.31636  -0.365
N 0.61041 0.81265 1.61719  0.067
C -1.50727 0.30217 0.76146  -0.091
C -2.26165 1.13108 1.78972  -0.146
C -3.56695 1.70593 1.16455  -0.192
C -3.86645 3.10660 1.65328  -0.273
S -4.86323 3.98047 0.47637  0.329
O -4.46332 3.65724 -0.83732  -0.332
O -6.22267 3.89475 0.80234  -0.303
Cl -4.32268 5.95060 0.77925  0.369
C 0.52856 -0.56740 -0.39711  -0.409
C 0.47876 -1.84395 0.48423  -0.123
C -0.74517 -2.68827 0.77755  -0.219
N -0.99285 -3.73021 0.11552  0.143
P 2.38206 -0.40816 -0.59729  0.919
O 3.13979 -0.74320 0.80493  -0.197
O 2.76961 -1.56461 -1.63065  -0.188
N 0.15969 -0.58455 -1.79126  -0.047
C -0.18170 -1.96284 -2.26016  -0.071
C -0.71144 -2.59181 -3.56934  -0.591
N -2.13161 -2.42439 -3.90635  0.083
N 0.03720 -2.45823 -4.79588  0.086
N -0.61989 -4.05667 -3.21320  0.068
C 0.23323 0.63733 -2.63586  -0.187
C 1.27708 0.23656 -3.72658  -0.037
C 1.52106 0.91973 -5.04931  -0.482
O 0.72895 1.23340 -5.88907  0.141
O 2.88198 0.98115 -5.31797  0.040
C -1.19152 0.65131 -3.31684  -0.538
F -2.10099 0.13634 -2.46181  0.135
F -1.75424 1.84305 -3.64249  0.106
F -1.18365 -0.02895 -4.42110  0.194
C 0.66304 1.97970 -1.87277  -0.222
S 0.02469 3.62005 -2.88181  0.714
C -1.60828 4.30708 -2.52300  -0.092
O 0.83382 4.77689 -2.64822  -0.274
O 0.09176 3.32451 -4.26642  -0.253
S 2.51059 2.43725 -2.04608  0.726
O 2.71249 3.58467 -1.24113  -0.282
O 2.70134 2.79811 -3.39443  -0.227
C 4.12601 1.56597 -1.69647  -0.715
F 4.43507 1.40687 -0.41124  0.091
F 4.98501 2.50482 -2.11399  0.141
F 4.43112 0.48846 -2.39239  0.143
H 2.85308 2.19092 1.20804  0.015
H 2.38084 3.32236 2.41932  0.051
H 3.02773 3.97630 0.95681  0.052
H 0.16982 5.32836 0.84056  0.053
H -1.67165 2.03503 -1.27962  0.095
H 1.61882 0.69160 1.57834  0.050
H 0.27350 0.12196 2.26574  0.110
H -1.45873 -0.65368 1.24886  0.068
H -2.13946 0.08064 -0.08283  0.118
H -2.61723 0.54469 2.61557  0.077
H -1.71936 1.94826 2.23473  0.096
H -3.52051 1.71955 0.08899  0.081
H -4.41380 1.11427 1.47476  0.125
H -2.98211 3.69175 1.80267  0.077
H -4.35420 3.05949 2.61074  0.093
H 0.90465 -1.63542 1.44993  0.109
H 1.16542 -2.58463 0.09535  0.112
H -1.39826 -2.45185 1.60318  0.070
H -1.84054 -4.15610 0.47972  0.049
H 4.08721 -0.58633 0.68645  0.079
H 3.40703 -2.21240 -1.27826  0.046
H -1.03726 -2.21321 -1.66132  0.095
H 0.63332 -2.61326 -2.02080  0.103
H -2.71933 -2.23240 -3.11208  0.077
H -2.29199 -1.82419 -4.69807  0.071
H 0.87129 -3.03002 -4.73436  0.075
H -0.49735 -2.79556 -5.58269  0.097
H -1.47341 -4.34566 -2.75352  0.063
H -0.62348 -4.54910 -4.09154  0.070
H 1.09435 -0.77801 -4.07702  0.109
H 2.22122 0.09836 -3.21911  0.078
H 3.01402 1.83597 -5.74540  0.127
H -1.80928 4.92177 -3.38613  0.093
H -1.56401 4.93147 -1.65366  0.064
H -2.41737 3.61369 -2.37747  0.038
C -3.39254 -1.47614 5.62074  -0.099
C -3.79694 -2.92468 5.47644  -0.088
O -4.01164 -3.03485 4.05832  0.078
C -3.29642 -2.07152 3.45832  -0.550
O -3.12762 -1.99163 2.27596  0.119
O -2.78917 -1.19785 4.34785  0.056
H -2.68370 -1.31249 6.42802  0.141
H -4.24351 -0.81397 5.75661  0.113
H -3.00507 -3.61184 5.76845  0.117
H -4.70056 -3.17144 6.02602  0.140
C 5.26564 -4.42817 -3.76896  -0.104
C 6.47963 -4.89041 -2.98971  -0.086
O 6.27228 -4.26701 -1.70875  0.084
C 4.95955 -4.03192 -1.57501  -0.569
O 4.42889 -3.67826 -0.55736  0.135
O 4.29780 -4.24204 -2.72456  0.079
H 4.91559 -5.15611 -4.49488  0.126
H 5.42677 -3.47381 -4.27283  0.134
H 6.50494 -5.97130 -2.85245  0.138
H 7.41833 -4.56721 -3.42899  0.137
C -2.64367 -6.17193 3.20997  -0.105
C -1.77061 -7.40617 3.31458  -0.103
O -0.71117 -6.95983 4.17117  0.073
C -1.17263 -5.92608 4.90777  -0.567
O -0.60423 -5.43328 5.82633  0.167
O -2.38638 -5.51314 4.45527  0.029
H -3.69987 -6.40221 3.10617  0.138
H -2.34336 -5.51162 2.39455  0.116
H -2.28215 -8.24177 3.79360  0.135
H -1.37857 -7.73355 2.35597  0.135
C 1.98558 6.57216 5.04775  -0.094
C 1.44255 7.79443 4.33829  -0.092
O 0.79916 7.21092 3.19265  0.084
C 0.49285 5.94338 3.49019  -0.567
O -0.19866 5.24297 2.80215  0.078
O 1.05306 5.55113 4.64388  0.075
H 2.00155 6.67573 6.12821  0.136
H 2.98133 6.29276 4.70290  0.136
H 0.69487 8.32702 4.92591  0.138
H 2.21619 8.49244 4.03433  0.138
C -4.03441 3.71139 7.02987  -0.102
C -3.98680 2.39699 7.78015  -0.100
O -4.37896 1.45739 6.76828  0.052
C -4.10470 2.00053 5.56150  -0.551
O -4.15916 1.41424 4.52626  0.164
O -3.76076 3.30122 5.68178  0.069
H -3.29216 4.42551 7.37417  0.134
H -5.01912 4.17839 7.06146  0.137
H -2.98258 2.14517 8.12349  0.135
H -4.66869 2.36217 8.62443  0.136
C 4.46302 -2.38696 -7.65298  -0.096
C 3.37677 -1.59623 -6.95388  -0.107
O 2.52132 -2.63130 -6.45484  0.048
C 3.25311 -3.75867 -6.32955  -0.580
O 2.87742 -4.74287 -5.77629  0.157
O 4.47036 -3.61500 -6.90642  0.052
H 5.43526 -1.90439 -7.61020  0.134
H 4.22268 -2.60673 -8.69389  0.136
H 3.75213 -1.01663 -6.11448  0.114
H 2.83528 -0.93454 -7.62379  0.141

The LUMO energy is -3.0 eV. Its charge is +1. The spin multiplicity is 1.

---

E_tot per entry: -78939.617, -9461.353, -168021.178, -190041.248 eV